[1]
Formula: C45H51ClIN8O4SiTi
Source: OMol25
Level of theory: ωB97M-V with the def2-TZVPD basis set

The geometry in ORCA input format:
```
! RIJCOSX wB97M-V def2-TZVPD def2/J DEFGRID3
* xyz 0 2
Ti 1.09 -2.01 -0.03
C 0.07 -0.81 3.50
C 1.51 -1.04 3.14
C 2.51 -0.98 4.10
C 3.82 -1.26 3.73
C 4.13 -1.53 2.42
C 3.08 -1.51 1.46
N 1.80 -1.30 1.87
N 3.16 -1.65 0.15
Si 4.46 -2.42 -0.72
C 4.91 -4.14 0.00
C 3.95 -2.68 -2.54
C 6.02 -1.28 -0.70
H -0.01 -0.25 4.42
H -0.42 -1.78 3.62
H -0.44 -0.29 2.69
H 2.27 -0.75 5.13
H 4.60 -1.26 4.48
H 5.14 -1.74 2.11
H 4.00 -4.61 0.38
H 5.62 -4.09 0.82
H 5.32 -4.80 -0.76
H 2.86 -2.67 -2.65
H 4.29 -3.65 -2.89
H 4.36 -1.93 -3.22
H 6.52 -1.30 0.26
H 5.78 -0.24 -0.92
H 6.73 -1.62 -1.44
N -0.37 -4.02 2.02
C 0.12 -3.22 1.35
N -0.88 -1.45 -0.14
C -2.03 -1.65 -0.22
C -3.41 -1.83 -0.24
C -3.99 -2.94 -0.89
C -5.35 -3.10 -0.88
C -6.18 -2.18 -0.25
C -5.62 -1.08 0.39
C -4.25 -0.89 0.40
H -3.34 -3.65 -1.38
H -5.80 -3.95 -1.38
H -7.25 -2.31 -0.24
H -6.26 -0.36 0.89
H -3.81 -0.04 0.90
O 1.09 -1.39 -1.87
N 1.13 -0.20 -2.40
C 2.28 0.54 -2.36
C 2.28 1.84 -2.78
C 1.11 2.43 -3.27
C -0.03 1.64 -3.38
C 0.00 0.33 -2.95
H 3.14 0.04 -1.95
H 3.20 2.40 -2.73
H 1.10 3.47 -3.57
H -0.93 2.04 -3.80
H -0.84 -0.33 -3.00
I 2.28 -10.54 -0.62
C 1.73 -8.51 -0.81
C 1.75 -7.70 0.31
C 1.43 -6.37 0.17
C 1.11 -5.84 -1.08
C 1.06 -6.67 -2.19
C 1.37 -8.02 -2.06
C 0.87 -4.36 -1.11
O -0.11 -3.83 -1.64
O 1.76 -3.70 -0.48
H 2.02 -8.09 1.28
H 1.42 -5.72 1.03
H 0.80 -6.27 -3.15
H 1.34 -8.68 -2.92
C -2.72 2.96 2.05
C -1.59 3.91 2.46
C -0.52 3.06 3.18
C -2.15 4.92 3.47
C -0.94 4.67 1.25
O 0.32 5.19 1.63
C -1.74 5.90 0.73
C -3.13 5.75 0.10
C -3.18 5.00 -1.20
C -2.49 5.46 -2.31
C -2.54 4.78 -3.51
C -3.30 3.63 -3.62
Cl -3.37 2.78 -5.13
C -4.01 3.15 -2.53
C -3.95 3.84 -1.33
C -0.63 3.78 0.02
N 0.21 2.64 0.24
C -0.12 1.35 0.02
N 0.93 0.58 0.24
C 1.89 1.46 0.60
N 1.49 2.70 0.59
H -3.10 2.48 2.95
H -2.37 2.19 1.38
H -3.54 3.49 1.59
H -0.87 2.82 4.18
H 0.42 3.59 3.26
H -0.34 2.12 2.66
H -2.51 4.38 4.35
H -2.98 5.48 3.06
H -1.38 5.61 3.81
H 0.21 5.74 2.42
H -1.08 6.37 -0.01
H -1.82 6.60 1.56
H -3.48 6.77 -0.09
H -3.83 5.31 0.81
H -1.91 6.36 -2.24
H -2.00 5.15 -4.37
H -4.60 2.26 -2.62
H -4.52 3.48 -0.49
H -0.10 4.43 -0.69
H -1.55 3.43 -0.43
H -1.08 1.02 -0.31
H 2.89 1.17 0.85
*
```

As for the LUMO energy (alpha / beta): -0.53 / -0.54 eV. Its expectation value of S² is 0.754. As for the HOMO energy (alpha / beta): -0.2182 / -0.2624 hartree. For the energy above the lowest of the compared OMol25 structures with the same formula, charge and spin, the calculation gives 1.355 eV. As for the molar mass: 1006.265 g mol⁻¹.

Atomic partial charges in e from the Mulliken method, atoms 1 to 6: 0.1560 -1.3226 0.7874 -0.9849 -0.6588 -0.8246

[2]
Formula: C26H48CrGeN6O3P2SSe
Source: OMol25
Level of theory: ωB97M-V with the def2-TZVPD basis set

The geometry in ORCA input format:
```
! RIJCOSX wB97M-V def2-TZVPD def2/J DEFGRID3
* xyz 1 4
Cr 0.91 0.02 0.54
C -2.74 -1.89 -1.26
N -1.85 -0.76 -1.56
C -1.65 -0.58 -3.01
P -1.89 0.65 -0.69
O -0.54 1.24 -0.43
O -2.63 0.19 0.65
P -2.07 0.21 2.21
O -0.59 0.10 2.19
N -2.83 -1.10 2.82
C -4.24 -1.35 2.58
C -2.32 -1.66 4.08
N -2.67 1.57 2.87
C -2.35 2.87 2.28
C -3.84 1.60 3.73
N -2.81 1.75 -1.48
C -4.20 1.42 -1.77
C -2.55 3.19 -1.34
H -3.73 -1.76 -1.71
H -2.84 -2.01 -0.19
H -2.29 -2.79 -1.68
H -2.60 -0.51 -3.54
H -1.10 -1.43 -3.40
H -1.08 0.33 -3.20
H -4.60 -0.77 1.73
H -4.85 -1.11 3.45
H -4.38 -2.41 2.36
H -1.26 -1.47 4.16
H -2.49 -2.74 4.07
H -2.83 -1.23 4.95
H -1.64 2.75 1.46
H -1.89 3.53 3.01
H -3.26 3.34 1.89
H -3.94 0.68 4.30
H -4.76 1.77 3.16
H -3.73 2.42 4.44
H -4.33 0.34 -1.82
H -4.48 1.84 -2.74
H -4.88 1.82 -1.01
H -1.52 3.35 -1.04
H -3.22 3.65 -0.61
H -2.71 3.67 -2.31
S 2.19 1.85 1.27
C 1.24 3.19 1.54
N 0.69 4.17 1.77
C -0.73 -4.16 2.57
C 0.18 -3.62 3.48
C 1.10 -2.68 3.08
C 1.15 -2.26 1.75
C 0.22 -2.78 0.84
C -0.72 -3.72 1.26
N 2.07 -1.31 1.27
C 3.44 -1.47 1.47
C 4.32 -0.49 0.99
C 5.69 -0.62 1.14
C 6.23 -1.74 1.75
C 5.37 -2.74 2.20
C 4.00 -2.62 2.05
H -1.44 -4.91 2.88
H 0.16 -3.96 4.51
H 1.79 -2.24 3.80
H 0.30 -2.52 -0.21
H -1.40 -4.15 0.54
H 3.92 0.39 0.51
H 6.35 0.15 0.76
H 7.30 -1.84 1.88
H 5.78 -3.63 2.65
H 3.36 -3.42 2.39
C 2.32 0.47 -5.20
Ge 2.34 2.09 -4.07
C 3.79 3.31 -4.63
C 0.58 2.96 -4.05
C 2.65 1.55 -2.17
Se 1.72 -0.11 -1.75
C 3.20 -1.35 -2.06
H 1.84 0.69 -6.15
H 1.76 -0.33 -4.71
H 3.33 0.13 -5.40
H 3.61 3.64 -5.65
H 4.75 2.79 -4.60
H 3.84 4.18 -3.98
H 0.19 3.10 -5.05
H 0.65 3.94 -3.57
H -0.13 2.36 -3.47
H 2.21 2.30 -1.51
H 3.70 1.43 -1.89
H 3.54 -1.19 -3.08
H 2.81 -2.36 -1.96
H 3.99 -1.18 -1.35
*
```

As for the LUMO energy (alpha / beta): -3.96 / -2.19 eV. Its expectation value of S² is 3.905. As for the HOMO energy (alpha / beta): -0.3565 / -0.3694 hartree. As for the molar mass: 790.290 g mol⁻¹.

Atomic partial charges in e from the Mulliken method, atoms 1 to 6: 0.8660 -1.0414 1.0141 -1.1116 -0.8305 -0.0532

[3]
Formula: C3H10NOS
Source: OMol25
Level of theory: ωB97M-V with the def2-TZVPD basis set

The geometry in ORCA input format:
```
! RIJCOSX wB97M-V def2-TZVPD def2/J DEFGRID3
* xyz -1 1
C -0.98 -0.61 1.78
S -2.54 -0.92 0.91
C -2.14 -0.71 -0.75
H -0.52 0.05 1.07
H -0.34 -1.50 1.78
H -0.92 -0.12 2.91
H -1.79 0.37 -0.79
H -1.27 -1.41 -1.00
H -2.96 -0.97 -1.51
N 2.83 1.07 -1.01
C 1.56 0.67 -0.21
O 0.43 1.26 -0.42
H 3.00 0.54 -1.84
H 2.39 1.92 -1.29
H 1.44 -0.42 -0.44
H 1.81 0.78 0.80
*
```

As for the LUMO energy: 3.40 eV. As for the HOMO energy: -0.0997 hartree. For the energy above the lowest of the compared OMol25 structures with the same formula, charge and spin, the calculation gives 2.943 eV. As for the molar mass: 108.186 g mol⁻¹.

Atomic partial charges in e from the natural (NBO) method, atoms 1 to 6: -0.7886 0.1503 -0.8141 0.2887 0.1974 0.2185